# H41O21

A 21-piece molecular cluster, H41O21 overall in a non-equilibrium geometry (the ωB97M-V functional and the def2-TZVPD basis, OMol25).

Atoms and positions in Å:
O  0.145  3.882  -0.840
H  0.935  4.113  -0.947
H  -0.158  3.417  -1.601
O  -2.859  1.988  -0.206
H  0.961  -2.202  -0.621
H  -2.592  2.801  -0.544
O  4.128  0.142  1.368
H  2.488  -1.008  1.223
H  4.218  -0.524  0.589
O  1.816  -1.424  1.734
H  4.299  -0.274  2.214
H  -0.560  4.244  2.603
O  -0.680  0.246  -2.915
H  -0.336  1.083  -3.228
H  -0.028  -0.226  -2.370
O  2.742  0.768  -0.472
H  2.196  0.136  -0.799
H  3.034  0.706  0.444
O  2.304  -1.501  -1.259
H  0.054  -0.291  3.488
H  -3.178  2.072  0.739
O  -0.226  0.648  3.835
H  1.101  -1.753  1.196
H  0.467  1.284  3.286
O  1.200  2.631  1.681
H  0.826  2.391  0.836
H  2.011  2.153  1.779
O  -0.637  4.957  1.912
H  2.654  -1.704  -2.091
H  -0.203  4.509  1.127
O  -1.000  -0.306  0.387
H  -3.420  -1.221  1.526
H  -0.809  -1.175  -0.121
O  -1.897  -4.327  -1.595
H  -2.766  -3.933  -1.863
H  -1.653  -3.656  -0.957
O  -4.976  0.361  1.654
H  -5.240  -0.213  2.289
H  -4.389  1.094  2.043
O  -0.495  -2.756  3.571
H  0.138  -2.878  2.848
H  -1.405  -2.706  3.257
O  0.639  0.174  -5.490
H  0.031  -0.369  -5.033
H  1.406  0.108  -5.042
O  -3.247  -1.624  2.300
H  -2.521  -0.948  2.528
O  4.561  -2.002  -0.167
H  4.086  -2.679  -0.622
H  3.829  -1.278  -0.425
O  -3.037  2.661  -3.535
H  -3.564  2.395  -3.011
H  -2.470  1.877  -3.720
O  -2.357  -3.546  1.285
H  -1.507  -2.786  1.126
H  -2.888  -2.961  1.870
O  3.340  1.837  -2.628
H  3.102  1.277  -1.867
H  4.017  2.416  -2.409
O  0.100  -2.637  -0.120
H  0.171  -3.475  -0.694
H  -1.899  0.009  0.459

Output
**Highest occupied orbital energy**: -7.2 eV
**Energy above the lowest of the compared OMol25 structures with the same formula, charge and spin**: 188.2 kcal/mol
**Total charge**: -1
**Molecular weight**: 377.3 g mol⁻¹
**Frontier orbital gap**: 9.2 eV
**Electronic energy**: -1604.4833 hartree
**LUMO energy**: 1.991 eV